Entry 1:
Density functional theory data (ωB97M-V/def2-TZVPD) for C26H32FeIN8O2 as an isolated structure.

Each line ends with the Mulliken spin population.
Positions of all 70 atoms, in Å:
Fe 0.203 -0.370 -0.755  1.044
C -0.989 -0.720 3.250  0.001
C -0.154 -1.997 3.093  -0.001
C 0.604 -2.166 1.749  0.020
N 0.907 -0.915 1.070  0.002
C 1.675 -0.036 1.670  0.008
C 2.405 -0.317 2.861  -0.008
C 3.083 0.515 3.720  0.004
C 3.288 1.892 3.685  -0.006
C 2.939 2.725 2.644  0.004
C 2.356 2.432 1.419  -0.010
C 1.869 1.220 0.904  0.006
N 1.522 1.047 -0.359  -0.019
C 2.169 1.819 -1.413  -0.002
C 1.245 2.526 -2.389  0.002
C 0.298 1.495 -3.006  0.013
N -0.534 0.962 -1.951  -0.032
C -1.598 1.649 -1.558  -0.024
C -2.017 2.847 -2.171  0.030
C -3.177 3.590 -2.013  -0.012
C -4.275 3.375 -1.207  0.023
C -4.421 2.328 -0.302  -0.008
C -3.552 1.328 0.064  0.016
C -2.240 1.030 -0.380  0.000
N -1.488 0.090 0.151  -0.046
C -2.153 -0.932 0.963  0.004
C -2.291 -0.713 2.464  0.000
H -0.387 0.148 2.976  0.000
H -1.226 -0.597 4.309  0.000
H -0.785 -2.879 3.244  0.000
H 0.567 -2.004 3.911  0.000
H 0.037 -2.770 1.044  -0.010
H 1.524 -2.735 1.932  0.003
H 2.429 -1.363 3.131  0.000
H 3.521 0.007 4.575  0.000
H 3.793 2.336 4.532  0.000
H 3.181 3.775 2.782  0.000
H 2.228 3.279 0.757  -0.001
H 2.756 1.111 -2.015  -0.001
H 2.891 2.508 -0.975  -0.001
H 1.856 3.014 -3.153  -0.003
H 0.657 3.293 -1.879  -0.001
H 0.877 0.672 -3.436  -0.005
H -0.296 1.918 -3.817  -0.001
H -1.344 3.240 -2.918  0.007
H -3.229 4.469 -2.648  -0.001
H -5.096 4.077 -1.283  0.002
H -5.369 2.310 0.227  0.000
H -3.925 0.677 0.841  0.002
H -1.615 -1.862 0.798  -0.008
H -3.148 -1.100 0.542  0.000
H -2.916 -1.538 2.826  0.000
H -2.840 0.208 2.669  0.000
N -1.240 -4.316 -0.589  0.001
N -2.224 -3.567 -1.238  0.000
C -2.051 -2.240 -1.611  0.001
O -3.040 -1.605 -1.943  0.002
O -0.822 -1.817 -1.634  0.013
H -1.036 -5.156 -1.115  0.000
H -1.550 -4.584 0.338  0.000
H -3.188 -3.857 -1.180  0.000
I 5.729 -2.233 -2.848  0.000
C 3.715 -1.998 -2.527  0.001
C 2.684 -2.512 -3.289  0.004
N 1.549 -2.117 -2.715  0.004
N 1.772 -1.394 -1.610  -0.023
C 3.095 -1.300 -1.492  0.007
H 2.697 -3.133 -4.168  0.000
H 0.560 -2.319 -2.879  -0.001
H 3.531 -0.748 -0.675  0.000

The LUMO energy (alpha / beta) comes out at 0.015 / 0.005 Eh. Its spin multiplicity is 2. The molar mass is 671.35 g mol⁻¹. The orbital gap (alpha / beta) comes out at 7.124 / 6.917 eV. The value obtained for the HOMO energy (alpha / beta) is -6.728 / -6.776 eV. The value obtained for the energy above the lowest of the compared OMol25 structures with the same formula, charge and spin is 8.6 kcal/mol. As for the total charge: 0.

Entry 2:
Density functional theory data (ωB97M-V/def2-TZVPD) for C6H14BrCuN2O2 as an isolated structure in a non-equilibrium geometry.

Each line ends with the natural charge from an NBO analysis.
Positions of all 26 atoms, in Å:
Cu -1.794 -1.861 -0.942  0.787
Br 0.736 -1.620 0.020  -0.780
C 1.830 2.125 -2.348  0.521
O 1.813 3.351 -2.425  -0.640
N 2.156 1.304 -3.345  -0.427
C 1.944 -0.131 -3.180  -0.415
C 2.759 1.782 -4.617  -0.419
H 1.533 1.589 -1.433  0.119
H 2.661 -0.729 -3.743  0.202
H 0.943 -0.423 -3.497  0.185
H 2.180 -0.358 -2.140  0.235
H 2.045 1.516 -5.396  0.189
H 2.918 2.860 -4.601  0.247
H 3.591 1.132 -4.888  0.198
C -2.566 -1.656 4.777  0.530
O -3.688 -2.127 5.022  -0.626
N -2.200 -0.897 3.699  -0.433
C -3.076 -0.535 2.606  -0.416
C -0.747 -0.619 3.518  -0.410
H -1.719 -1.794 5.466  0.114
H -3.177 0.550 2.632  0.203
H -4.064 -0.951 2.802  0.238
H -2.875 -0.846 1.581  0.169
H -0.194 -0.812 4.438  0.208
H -0.335 -1.282 2.757  0.220
H -0.672 0.432 3.239  0.202

The LUMO energy comes out at -0.092 Eh. The molar mass is 289.64 g mol⁻¹. The orbital gap comes out at 6.615 eV. The value obtained for the HOMO energy is -9.111 eV. The value obtained for the energy above the lowest of the compared OMol25 structures with the same formula, charge and spin is 10.0 kcal/mol. As for the total charge: 0.

Entry 3:
Density functional theory data (ωB97M-V/def2-TZVPD) for the molecule C10H10NO5P in a non-equilibrium geometry.

Each line ends with the natural charge from an NBO analysis.
Positions of all 27 atoms, in Å:
C -2.175 -2.857 1.397  -0.973
P -1.076 -2.897 -0.067  1.088
O -2.202 -3.014 -1.273  -0.974
C -0.596 -1.098 -0.109  -0.337
C -1.415 -0.116 0.463  -0.196
C -1.035 1.219 0.491  -0.116
C 0.176 1.635 -0.065  0.002
C 0.612 3.080 -0.031  -0.116
O 0.278 3.717 1.191  -0.272
O 0.766 2.873 2.227  -0.462
C 0.960 0.655 -0.659  -0.173
C 0.602 -0.690 -0.688  -0.056
C 1.667 -1.465 -1.391  0.661
O 1.728 -2.629 -1.614  -0.515
N 2.605 -0.510 -1.816  -0.659
C 2.275 0.773 -1.352  0.685
O 2.961 1.733 -1.555  -0.545
H -3.142 -2.419 1.158  0.231
H -1.676 -2.215 2.116  0.236
H -2.274 -3.851 1.808  0.243
H -1.742 -2.973 -2.118  0.494
H -2.359 -0.391 0.902  0.220
H -1.668 1.954 0.964  0.219
H 1.684 3.126 -0.181  0.213
H 0.110 3.627 -0.820  0.214
H 1.347 3.462 2.724  0.470
H 3.587 -0.729 -1.702  0.419

The LUMO energy comes out at -0.015 Eh. The SMILES is CP(O)c1ccc(COO)c2c1C(=O)NC2=O. The molar mass is 255.17 g mol⁻¹. The orbital gap comes out at 8.074 eV. The value obtained for the HOMO energy is -8.492 eV. As for the total charge: 0.

Entry 4:
Density functional theory data (ωB97M-V/def2-TZVPD) for the molecule C5H8ClN3 in a non-equilibrium geometry.

Each line ends with the natural charge from an NBO analysis.
Positions of all 17 atoms, in Å:
C -0.156 0.772 0.322  0.117
C -1.519 0.721 0.071  -0.075
C -2.078 -0.516 -0.408  -0.022
C 0.659 -1.416 0.589  0.219
C 2.037 0.278 -0.578  -0.436
N 0.806 -0.181 0.132  -0.454
N -2.311 1.865 0.261  -0.836
N 1.399 -2.471 0.169  -0.803
Cl -3.826 -0.601 -0.137  -0.059
H 0.330 1.771 0.656  0.177
H 2.898 -0.396 -0.466  0.215
H 1.601 0.487 -1.634  0.224
H 2.241 1.108 -0.010  0.204
H -2.057 2.513 0.932  0.376
H -3.326 1.862 0.115  0.400
H 1.302 -3.421 0.554  0.409
H 2.000 -2.374 -0.566  0.346

The LUMO energy comes out at -0.023 Eh. The molar mass is 145.59 g mol⁻¹. The orbital gap comes out at 6.896 eV. The value obtained for the HOMO energy is -7.521 eV. The value obtained for the energy above the lowest of the compared OMol25 structures with the same formula, charge and spin is 126.2 kcal/mol. As for the total charge: 0.

Entry 5:
Density functional theory data (ωB97M-V/def2-TZVPD) for the molecule C5H7N in a non-equilibrium geometry.

Each line ends with the natural charge from an NBO analysis.
Positions of all 13 atoms, in Å:
C 0.710 1.681 0.154  -0.605
C 0.101 0.353 0.453  -0.231
C 0.362 -0.861 -0.325  0.187
C -1.813 -1.150 -0.370  -0.186
N 1.574 -1.106 -0.083  -0.604
C -0.953 -0.126 -0.348  -0.100
H 1.844 -1.983 -0.541  0.306
H -0.008 0.216 1.524  0.222
H 0.921 1.810 -0.914  0.215
H 0.037 2.486 0.469  0.212
H 1.651 1.799 0.701  0.218
H -1.644 -2.106 0.118  0.188
H -2.783 -1.014 -0.839  0.177

The LUMO energy (alpha / beta) comes out at -0.032 / -0.024 Eh. The SMILES is [H]/N=C1/C(=C)[C@@H]1C. The molar mass is 81.12 g mol⁻¹. The orbital gap (alpha / beta) comes out at 6.719 / 6.991 eV. The value obtained for the HOMO energy (alpha / beta) is -7.600 / -7.634 eV. The value obtained for the energy above the lowest of the compared OMol25 structures with the same formula, charge and spin is 172.2 kcal/mol. As for the total charge: 0.